# 1
A molecular structure, C24H19Cl5N9O2RuS2, computed with ωB97M-V/def2-TZVPD.

Geometry as XYZ:
```
62
Properties=species:S:1:pos:R:3:forces:R:3:mulliken_charge:R:1
Ru -0.3766 -0.0135 0.5528 -0.82 0.36 -0.17 0.61
N -1.6825 -1.8901 3.0735 -0.01 -0.04 -0.18 0.06
C -0.5027 -1.2427 3.2866 -0.03 -0.03 -0.26 0.26
N 0.1800 -1.2685 4.4044 -0.08 0.01 -0.09 -0.58
N 1.2693 -0.4958 4.1498 0.08 -0.03 0.17 -0.69
N 1.2559 -0.0314 2.9706 -0.12 0.16 -0.16 -0.59
N 0.1132 -0.4780 2.3531 0.59 0.00 0.55 0.98
C -2.4496 -1.6974 1.9493 0.16 -0.02 0.16 0.28
N -3.6889 -2.1240 1.8106 0.01 0.05 -0.01 -0.52
N -4.0568 -1.6724 0.5982 -0.14 -0.05 0.00 -0.71
N -3.1078 -1.0196 0.0356 0.09 0.11 0.01 -0.36
N -2.0426 -1.0240 0.8744 -0.30 -0.24 0.21 0.80
H -2.0653 -2.4440 3.8212 -0.02 0.04 0.02 0.29
Cl 2.8397 0.1995 0.2235 -0.02 0.02 0.12 -0.15
C 2.1697 -1.3560 -0.0938 0.02 -0.12 -0.07 1.44
C 0.7739 -1.5306 -0.1437 0.29 -0.21 0.21 -1.20
C 0.3526 -2.8343 -0.4795 0.02 0.06 -0.21 0.75
Cl -1.2996 -3.2060 -0.7977 0.04 -0.04 -0.05 -0.16
C 1.2552 -3.8865 -0.6653 -0.01 0.02 -0.01 -0.11
Cl 0.7001 -5.4701 -1.0483 -0.02 0.02 0.01 -0.18
C 2.6240 -3.6686 -0.5559 0.01 -0.03 -0.03 0.43
Cl 3.7322 -4.9597 -0.7848 -0.01 0.02 0.02 -0.18
C 3.0882 -2.3876 -0.2922 -0.07 0.07 0.00 -0.29
Cl 4.7814 -2.0991 -0.2046 -0.02 0.01 0.00 -0.19
O 0.6035 2.2248 0.5389 0.02 -0.23 -0.06 -0.20
S 1.5646 3.0854 -0.2315 0.07 0.18 0.07 -0.02
C 0.6254 4.5820 -0.6795 -0.04 -0.10 -0.11 -1.01
C -0.8192 4.2901 -1.0816 0.08 0.02 0.03 -0.48
C -1.7710 4.2497 0.1162 -0.02 0.01 -0.06 -0.45
C -3.1216 3.6324 -0.2372 0.16 -0.02 0.13 -0.91
S -3.1530 1.8133 -0.1309 -0.47 -0.08 0.00 0.25
O -1.7300 1.4080 -0.4595 0.68 -0.05 -0.21 -0.50
C -3.3139 1.6174 1.6322 -0.05 0.11 0.02 0.87
C -2.2265 1.7882 2.4807 0.06 0.06 0.00 0.34
C -2.3874 1.5581 3.8371 0.02 -0.01 -0.01 -1.26
C -3.6263 1.1674 4.3315 0.00 0.00 0.01 -0.60
C -4.7034 0.9991 3.4749 0.00 -0.01 0.01 -0.61
C -4.5502 1.2160 2.1124 0.03 -0.03 0.00 -0.60
C 1.7647 2.4223 -1.8822 -0.02 0.04 -0.05 0.77
C 0.9260 1.4551 -2.4069 -0.15 0.02 -0.05 0.05
C 1.1812 0.9491 -3.6744 0.00 0.03 0.04 -1.12
C 2.2654 1.4123 -4.4046 0.01 0.01 0.01 -0.59
C 3.1012 2.3843 -3.8696 0.01 -0.03 -0.03 -0.64
C 2.8580 2.8864 -2.6020 0.00 -0.02 0.03 -0.83
H 1.2073 5.0181 -1.4930 -0.02 0.06 0.01 0.55
H 0.6891 5.2527 0.1789 0.00 -0.04 0.05 0.49
H -0.8561 3.3430 -1.6196 -0.03 0.00 -0.01 0.10
H -1.1557 5.0620 -1.7790 0.04 0.00 -0.01 0.50
H -1.9313 5.2672 0.4820 -0.04 0.00 0.00 0.54
H -1.3136 3.6943 0.9307 0.04 0.04 -0.02 0.06
H -3.4224 3.8777 -1.2570 0.00 -0.03 -0.03 0.51
H -3.9211 3.9463 0.4354 -0.02 0.03 -0.02 0.52
H -1.2555 2.0845 2.0957 -0.02 -0.05 0.02 0.27
H -1.5410 1.6687 4.5028 0.00 -0.01 0.00 0.37
H -3.7442 0.9746 5.3894 0.00 0.00 0.01 0.42
H -5.6570 0.6640 3.8591 -0.01 0.00 0.00 0.41
H -5.3677 1.0301 1.4283 -0.01 -0.01 -0.02 0.39
H 0.0584 1.1134 -1.8561 0.06 0.03 0.01 0.68
H 0.5255 0.1940 -4.0865 0.00 -0.02 -0.01 0.50
H 2.4646 1.0126 -5.3896 0.00 -0.01 -0.01 0.41
H 3.9563 2.7357 -4.4309 0.00 0.01 -0.01 0.40
H 3.5280 3.6196 -2.1684 0.01 0.00 0.03 0.48
```
Positions in Å, forces in eV/Å.

## Properties
LUMO level (alpha / beta), eV: -0.632 / -1.585
Multiplicity: 2
DFT total energy, a.u.: -4761.3608
E_HOMO (alpha / beta), eV: -8.345 / -8.401
HOMO-LUMO gap (alpha / beta), eV: 7.71 / 6.82
<S²>: 0.762

# 2
16 unconnected molecules or ions with the total composition C24H19Cl60N4O2 in a non-equilibrium geometry, computed with ωB97M-V/def2-TZVPD.

Geometry as XYZ:
```
109
Properties=species:S:1:pos:R:3:forces:R:3:mulliken_charge:R:1
C 4.5655 -0.1880 -0.1843 0.06 -0.15 -0.10 -1.59
C 3.5529 -1.2242 -0.6484 0.40 -0.25 -0.09 0.67
O 3.9577 -2.5348 -0.2468 -0.34 -0.03 -0.04 -0.21
C 3.4279 -1.1660 -2.1720 0.37 -0.11 0.25 -0.73
O 2.3287 -1.8772 -2.7263 0.06 0.11 0.05 -0.30
C 1.0649 -1.3602 -2.6488 -0.56 0.17 -0.68 -0.06
C 0.9403 0.0832 -2.1713 -0.08 0.22 -0.39 0.24
C -0.5221 0.5187 -2.0785 0.14 0.26 0.72 -0.12
N -1.3929 -0.6148 -1.5977 0.87 0.20 -0.37 -0.26
C -0.5914 -1.5804 -0.9520 -0.23 0.14 -0.37 0.31
N -0.6627 -1.6307 0.3649 -0.28 -0.05 0.09 -0.16
N 0.1996 -2.3022 -1.7389 0.73 0.10 1.03 0.28
C 0.8968 -3.4669 -1.1640 -0.37 -0.42 0.09 -0.74
C 0.9871 -4.6136 -2.1566 0.05 -0.03 -0.24 -0.65
N 1.3836 -4.4482 -3.3411 -0.22 0.08 0.06 -0.42
H 5.5320 -0.4105 -0.6465 -0.04 0.06 -0.02 0.23
H 4.2736 0.8196 -0.4859 -0.02 0.02 0.16 0.40
H 4.7096 -0.2463 0.8935 -0.11 0.09 -0.02 0.39
H 2.5868 -1.0982 -0.1524 0.00 0.21 -0.05 0.15
H 4.6789 -2.8203 -0.8221 0.11 0.09 0.21 0.03
H 3.5104 -0.1447 -2.5540 -0.32 0.01 0.07 0.27
H 4.3055 -1.6898 -2.5636 -0.08 0.03 -0.10 0.53
H 0.6079 -1.4217 -3.6407 0.06 -0.22 0.04 0.28
H 1.4432 0.2804 -1.2245 -0.01 -0.25 0.04 0.11
H 1.4302 0.7116 -2.9178 0.01 -0.11 0.16 -0.43
H -0.5992 1.3229 -1.3471 -0.06 0.03 -0.15 -0.16
H -0.9078 0.9057 -3.0193 -0.11 -0.22 -0.04 0.44
H -1.6886 -1.0872 -2.4486 -0.26 0.01 0.10 0.43
H -1.1295 -0.8612 0.8251 -0.59 -0.29 -0.08 0.20
H -0.3936 -2.4201 0.9302 0.51 0.13 -0.06 0.16
H 1.8739 -3.2181 -0.7416 0.03 -0.03 -0.19 0.31
H 0.2902 -3.8524 -0.3396 -0.07 0.17 -0.06 0.70
H 0.6521 -5.5886 -1.7883 0.17 0.03 0.19 0.44
H 1.3683 -5.3329 -3.8466 0.02 0.02 -0.03 0.29
C -3.3641 2.8352 -0.0860 -0.18 0.13 -0.07 0.21
Cl -4.2508 4.0607 0.8013 -0.24 -0.16 0.02 -0.02
Cl -2.7620 3.5446 -1.5861 0.09 -0.10 -0.02 0.00
Cl -1.9839 2.2761 0.9015 0.05 -0.04 0.04 -0.13
Cl -4.4074 1.4623 -0.4385 0.02 0.04 -0.14 -0.05
C -5.4460 -1.4410 2.8293 -0.19 -0.03 0.02 0.24
Cl -6.5035 -1.5406 1.4174 0.01 -0.02 -0.02 -0.10
Cl -6.3768 -0.9175 4.2297 0.00 0.03 -0.02 -0.08
Cl -4.7468 -3.0282 3.1617 0.08 0.11 -0.01 -0.02
Cl -4.1704 -0.2573 2.5024 0.15 -0.08 0.13 -0.03
C -1.7194 7.2346 2.1045 -0.05 0.04 -0.07 0.20
Cl -3.4291 7.6201 2.3296 -0.01 -0.01 0.00 -0.09
Cl -1.5343 5.4831 1.9442 0.25 0.06 0.12 0.00
Cl -1.1390 8.0068 0.6235 -0.11 -0.09 0.02 -0.03
Cl -0.7976 7.8069 3.4911 0.01 0.00 -0.02 -0.09
C 8.5039 -2.8321 -1.1599 0.05 0.04 0.05 0.34
Cl 9.6487 -2.8535 -2.4948 -0.01 0.00 0.00 -0.09
Cl 9.0022 -3.9738 0.0830 -0.01 0.00 0.00 -0.10
Cl 8.4146 -1.2069 -0.4752 -0.02 0.00 -0.01 -0.11
Cl 6.9010 -3.3116 -1.7702 0.15 -0.01 -0.14 -0.06
C -2.2671 11.1120 -1.4819 0.01 0.02 0.02 0.26
Cl -1.8296 9.6813 -2.4312 0.01 -0.01 -0.02 -0.09
Cl -3.5849 10.7071 -0.3820 0.14 -0.11 0.01 -0.04
Cl -0.8656 11.6479 -0.5551 -0.03 0.02 -0.03 0.00
Cl -2.7875 12.3977 -2.5750 -0.01 0.00 0.01 -0.11
C -2.8943 -5.5982 6.2151 -0.01 0.05 0.01 0.32
Cl -2.1500 -7.1145 6.7176 0.02 0.00 -0.04 -0.09
Cl -2.0677 -4.2452 6.9907 0.02 -0.04 -0.06 -0.08
Cl -2.7567 -5.4229 4.4523 0.08 -0.11 -0.02 -0.10
Cl -4.5989 -5.6011 6.6565 -0.01 0.03 0.00 -0.07
C 2.8131 10.8082 1.2823 0.00 0.01 0.02 0.26
Cl 1.4079 9.7381 1.3088 0.19 0.05 0.04 0.04
Cl 2.2681 12.4823 1.1316 -0.01 0.01 0.00 -0.10
Cl 3.7322 10.6194 2.7776 -0.01 0.00 -0.01 -0.10
Cl 3.8381 10.3978 -0.0969 0.00 0.00 0.00 -0.10
C 4.6576 -7.1125 -2.3884 0.15 0.03 -0.01 0.15
Cl 5.7647 -7.0055 -3.7549 -0.05 0.03 0.00 -0.08
Cl 5.3031 -8.2209 -1.1830 0.05 -0.15 -0.14 -0.09
Cl 4.4768 -5.5124 -1.6487 -0.21 -0.04 0.02 0.18
Cl 3.0806 -7.6915 -2.9380 -0.06 0.03 0.15 -0.12
C -7.6434 12.7772 0.2437 -0.02 0.02 -0.01 0.30
Cl -8.8773 13.7412 -0.5690 0.01 -0.01 0.00 -0.09
Cl -8.2824 11.1684 0.5908 0.03 -0.02 -0.17 -0.09
Cl -6.2173 12.6327 -0.7868 -0.14 0.10 -0.01 -0.03
Cl -7.1898 13.5599 1.7639 0.00 0.01 0.01 -0.11
C 2.9785 -6.2012 2.4461 0.05 -0.04 0.11 0.27
Cl 3.6916 -4.7555 3.1610 -0.01 0.01 -0.04 -0.09
Cl 4.2485 -7.2934 1.9070 -0.04 0.08 0.07 -0.06
Cl 1.9564 -7.0115 3.6291 -0.04 0.01 0.02 -0.08
Cl 1.9868 -5.7326 1.0468 -0.05 -0.01 -0.03 -0.08
C -10.3119 9.7934 4.3658 -0.01 0.02 0.01 0.32
Cl -11.4891 9.3930 3.1103 0.00 -0.01 -0.01 -0.10
Cl -11.1585 10.2989 5.8289 0.00 0.00 -0.01 -0.10
Cl -9.3250 8.3689 4.7192 0.01 -0.01 0.00 -0.10
Cl -9.2724 11.0987 3.7940 -0.03 0.00 0.16 -0.03
C 5.0126 -9.7755 -6.5960 0.01 -0.06 0.02 0.25
Cl 4.6132 -11.0388 -7.7583 0.01 0.00 0.01 -0.08
Cl 6.0232 -8.5509 -7.3691 -0.02 0.02 0.01 -0.09
Cl 3.5195 -9.0230 -6.0111 -0.01 -0.01 -0.15 -0.06
Cl 5.8747 -10.4764 -5.2259 0.16 0.04 -0.03 -0.04
C 3.2251 -13.3377 -3.0881 0.02 -0.01 0.00 0.31
Cl 3.7249 -14.7516 -4.0154 0.00 0.00 0.00 -0.09
Cl 1.7222 -13.6905 -2.2312 0.00 0.00 0.00 -0.10
Cl 4.4861 -12.9228 -1.9191 0.01 0.01 0.01 -0.10
Cl 2.9797 -11.9732 -4.1813 -0.16 -0.01 0.02 0.00
C 0.9159 4.0962 -3.8941 0.01 0.01 0.06 0.34
Cl 1.8912 5.4967 -4.3033 -0.02 -0.04 -0.02 -0.07
Cl 0.8058 3.9463 -2.1330 -0.01 0.03 0.05 -0.07
Cl -0.6993 4.2529 -4.5831 -0.05 0.04 0.04 -0.09
Cl 1.6669 2.6261 -4.5406 0.12 0.07 -0.22 -0.12
C -4.9828 -1.8389 9.0917 0.00 -0.01 0.02 0.30
Cl -4.2307 -3.3456 9.6205 -0.04 0.03 0.07 -0.07
Cl -4.1153 -0.4697 9.7901 0.00 0.00 0.00 -0.09
Cl -4.9197 -1.7352 7.3259 0.00 0.00 -0.01 -0.02
Cl -6.6666 -1.8041 9.6162 -0.01 0.00 0.00 -0.10
```
Positions in Å, forces in eV/Å.

## Properties
LUMO level, eV: -2.784
DFT total energy, a.u.: -28906.4800
E_HOMO, eV: -12.067
Total charge: +1
HOMO-LUMO gap, eV: 9.28

# 3
A molecular structure, C24H19F6 in a non-equilibrium geometry, computed with ωB97M-V/def2-TZVPD.

Geometry as XYZ:
```
49
Properties=species:S:1:pos:R:3:forces:R:3:mulliken_charge:R:1
C 0.7641 -3.9370 0.7511 -0.23 -0.28 0.04 -1.50
C -0.1789 -3.2870 -0.2290 0.31 0.73 0.31 1.28
C 0.0543 -3.5263 -1.6101 -0.12 -0.09 -1.76 -0.54
C -1.3240 -2.5025 0.2442 -0.51 0.30 0.16 0.78
C -1.6279 -2.2944 1.6265 0.12 -0.36 0.05 -0.25
C -2.8422 -1.7618 2.0641 0.46 0.12 -0.11 -0.92
C -3.8010 -1.3396 1.1397 0.59 -0.22 -0.18 -0.29
C -3.5256 -1.4782 -0.2204 0.49 0.18 -0.23 -0.86
C -2.3179 -2.0269 -0.6536 -0.20 -0.11 -0.08 -0.18
H 0.5567 -3.7536 1.8127 -0.07 -0.04 -0.50 0.36
H 0.7446 -5.0271 0.5907 0.10 0.28 0.05 0.37
H 1.7889 -3.5937 0.5452 -0.24 -0.11 -0.05 0.31
H -0.4577 -2.8790 -2.3384 -1.10 -1.22 0.67 -0.23
H 0.2914 -4.5946 -1.8473 -0.59 0.99 0.25 0.47
H -0.8975 -2.5805 2.3791 -0.21 0.06 -0.11 0.23
H -3.0317 -1.6247 3.1318 0.18 -0.14 -0.38 0.38
H -4.7262 -0.8843 1.4722 0.02 -0.13 -0.02 0.41
H -4.2402 -1.1145 -0.9561 0.15 -0.18 0.13 0.39
H -2.1559 -2.1314 -1.7208 -0.15 -0.02 0.14 0.34
F -0.2315 -7.1473 -7.8257 0.88 0.03 0.53 -0.26
C 0.9820 -7.1029 -7.2143 0.02 -0.78 -1.15 0.85
F 1.2253 -8.3456 -6.6904 -0.21 1.25 -0.50 -0.25
F 1.9145 -6.8828 -8.1959 -0.75 -0.31 0.86 -0.24
C 1.0635 -6.0273 -6.1709 -0.03 0.24 -0.03 0.29
C 2.0833 -6.1338 -5.2360 0.08 0.25 0.54 -0.98
C 2.1704 -5.1984 -4.2151 0.06 0.52 0.25 -0.25
C 1.3020 -4.0888 -4.1590 -1.11 -0.87 0.33 0.62
C 1.4136 -3.1431 -3.0056 2.46 0.03 0.48 -0.35
C 1.4645 -1.6866 -3.2792 -1.05 0.91 0.35 0.34
C 1.0033 -1.0309 -4.4555 -0.12 -0.17 0.33 -0.18
C 0.7359 0.3417 -4.4257 0.10 -0.29 0.05 -1.17
C 0.9837 1.0728 -3.2688 0.04 -0.12 0.27 0.45
C 0.6007 2.5186 -3.2041 -0.12 1.39 -0.29 0.80
F 0.6587 3.0344 -1.9414 0.07 -0.51 -1.16 -0.27
F 1.4413 3.2509 -4.0017 -0.77 -0.42 0.78 -0.24
F -0.6689 2.7339 -3.6574 0.99 -0.25 0.30 -0.25
C 1.5902 0.4852 -2.1634 -0.01 -0.38 0.04 -0.88
C 1.7901 -0.8811 -2.1669 0.11 -0.45 -0.27 -0.63
C 0.2685 -4.0078 -5.1229 0.11 -0.03 -0.03 -0.22
C 0.1695 -4.9522 -6.1582 0.30 0.03 0.55 -1.18
H 2.8032 -6.9473 -5.2643 -0.27 0.04 -0.07 0.41
H 2.9235 -5.3112 -3.4301 -0.13 0.02 -0.35 0.37
H 2.2028 -3.4253 -2.2808 -0.17 0.11 -0.89 0.71
H 0.8028 -1.5660 -5.3902 0.16 0.14 0.56 0.67
H 0.2962 0.8374 -5.2932 0.20 -0.19 0.23 0.43
H 1.8590 1.0542 -1.2826 -0.14 0.11 -0.13 0.47
H 2.1758 -1.3891 -1.2772 -0.12 0.30 -0.20 0.36
H -0.4877 -3.2184 -5.0385 0.35 -0.36 -0.15 0.59
H -0.5892 -4.8756 -6.9375 0.11 -0.01 0.38 0.44
```
Positions in Å, forces in eV/Å.

## Properties
LUMO level, eV: -5.793
DFT total energy, a.u.: -1524.8414
E_HOMO, eV: -12.212
Total charge: +1
HOMO-LUMO gap, eV: 6.42

# 4
A molecular structure, C24H19FN6O6V, computed with ωB97M-V/def2-TZVPD.

Geometry as XYZ:
```
57
Properties=species:S:1:pos:R:3:forces:R:3:mulliken_charge:R:1
V 2.0173 0.0135 0.2189 -0.20 -0.04 -0.58 1.47
C -6.0270 0.1713 4.2883 0.00 0.01 0.04 -0.82
O -6.5799 0.9887 3.2714 0.00 -0.01 -0.03 -0.44
C -6.1189 0.8307 2.0107 -0.01 0.02 0.06 0.84
C -6.7582 1.5985 1.0336 0.10 -0.06 -0.05 -0.63
C -6.3736 1.4852 -0.2840 0.00 0.01 0.10 -0.37
C -5.3075 0.6585 -0.6342 0.03 0.10 -0.31 0.06
C -4.6863 -0.1181 0.3291 0.04 0.00 -0.02 -0.33
C -5.0932 -0.0430 1.6539 -0.06 0.05 0.00 -0.44
N -5.0446 0.5607 -2.0460 -0.31 -0.10 0.21 -0.47
N -3.9151 0.5483 -2.5311 0.44 0.13 0.10 -0.35
C -2.7204 0.8097 -1.7633 -0.23 -0.13 -0.18 0.02
C -2.5111 1.9743 -1.0759 0.10 -0.02 0.05 -0.31
C -1.2560 2.2594 -0.4864 -0.06 -0.03 -0.23 -0.86
C -0.2413 1.3617 -0.6268 0.25 -0.04 0.15 0.89
O 0.9852 1.4591 -0.0327 -0.29 -0.06 0.13 -0.91
C -0.4174 0.1660 -1.3605 -0.38 0.59 0.37 0.52
N 0.6474 -0.6763 -1.3680 0.19 -0.04 0.43 -0.40
C 0.5221 -1.8202 -2.0110 0.01 -0.08 -0.09 0.13
C -0.6548 -2.1694 -2.6970 0.12 0.04 0.05 -0.94
C -1.7395 -1.3317 -2.6624 -0.05 0.10 0.08 -0.50
C -1.6560 -0.1164 -1.9411 0.12 -0.30 -0.35 0.34
H -6.5571 0.4286 5.2005 0.01 -0.01 -0.01 0.24
H -4.9608 0.3733 4.4210 -0.01 -0.01 0.00 0.33
H -6.1774 -0.8881 4.0678 0.00 0.00 0.01 0.34
H -7.5693 2.2485 1.3292 -0.01 0.00 0.02 0.44
H -6.8885 2.0366 -1.0592 0.00 0.00 -0.02 0.43
H -3.9045 -0.8163 0.0594 0.02 0.01 -0.05 0.40
H -4.6161 -0.6737 2.3885 0.00 0.00 0.02 0.39
H -3.3157 2.6884 -0.9664 -0.03 -0.02 -0.02 0.45
H -1.1066 3.1773 0.0636 0.02 -0.01 0.05 0.46
H 1.3700 -2.4924 -1.9844 -0.01 -0.02 0.01 0.42
H -0.6888 -3.1072 -3.2313 0.00 -0.01 -0.01 0.41
H -2.6589 -1.5859 -3.1732 -0.01 -0.01 -0.01 0.55
F 6.0000 -0.9567 -4.4923 0.00 -0.05 -0.05 -0.29
C 5.8473 -0.7160 -3.1978 0.00 0.04 0.13 0.25
C 5.6013 -1.6934 -2.3247 0.04 0.07 -0.11 -0.05
N 5.4550 -1.4444 -0.9675 -0.05 0.07 0.06 0.07
C 5.0698 -2.5308 -0.0879 0.12 -0.32 -0.05 -1.02
C 3.5688 -2.7043 0.0901 -0.19 0.26 0.30 0.53
O 3.0240 -3.7562 0.2354 0.14 -0.09 -0.12 -0.53
O 2.9038 -1.5399 0.1479 0.08 -0.10 -0.10 -0.41
C 5.5326 -0.1678 -0.4528 -0.17 -0.02 -0.14 0.51
O 5.3334 0.0876 0.7206 0.07 0.01 0.08 -0.64
N 5.7950 0.8119 -1.3836 0.06 -0.04 0.09 -0.06
C 5.9759 0.6788 -2.7644 -0.04 -0.07 -0.15 0.31
O 6.1910 1.6246 -3.4723 0.01 0.00 0.03 -0.56
H 5.5197 -2.7255 -2.6352 0.00 0.00 -0.02 0.40
H 5.5108 -2.3736 0.8973 -0.06 0.05 -0.02 0.39
H 5.4565 -3.4667 -0.4876 0.05 0.03 0.05 0.39
H 5.8874 1.7491 -1.0172 0.01 0.02 0.01 0.23
C 3.7483 1.7097 4.2143 0.00 -0.04 -0.02 -0.94
C 3.1821 1.1578 3.0009 -0.03 -0.03 -0.05 0.33
N 2.7354 0.7226 2.0433 0.11 0.06 0.08 -0.25
H 4.7825 1.3790 4.3004 0.00 0.02 0.02 0.30
H 3.1718 1.3578 5.0688 0.03 0.02 0.01 0.33
H 3.7102 2.7967 4.1631 0.01 0.00 0.02 0.30
```
Positions in Å, forces in eV/Å.

## Properties
LUMO level (alpha / beta), eV: -4.379 / -3.810
Multiplicity: 3
DFT total energy, a.u.: -2749.6530
E_HOMO (alpha / beta), eV: -10.316 / -10.321
Total charge: +1
HOMO-LUMO gap (alpha / beta), eV: 5.94 / 6.51
<S²>: 2.017